No. 1
This record from the OMol25 dataset describes a cluster of 5 separate species, C24H62N4O9 in total in a non-equilibrium geometry. The level of theory is ωB97M-V with the def2-TZVPD basis set.

Values from the calculation:
Maximum force (Eh/bohr): 0.059
Structure (SMILES): COCCNCCOC.COCCNCCOC.COCCNCCOC.COCCNCCOC.O
Total energy (eV): -50273.4635
Energy above the lowest of the compared OMol25 structures with the same formula, charge and spin (kcal/mol): 64.7

Each line ends with the Löwdin charge.
Cartesian coordinates (Å):
C -13.72 -23.16 3.55  -0.075
O -14.73 -24.01 4.18  -0.195
C -14.78 -23.84 5.56  -0.228
C -16.14 -24.47 6.03  -0.209
N -17.31 -23.63 5.78  -0.048
C -18.55 -24.31 6.28  -0.170
C -19.82 -23.38 6.18  -0.186
O -20.97 -24.20 6.42  -0.205
C -22.23 -23.65 6.05  -0.113
H -12.77 -23.65 3.75  0.082
H -13.63 -22.12 3.85  0.081
H -13.82 -23.27 2.47  0.083
H -14.87 -22.80 5.88  0.108
H -13.99 -24.32 6.13  0.117
H -15.99 -24.66 7.09  0.110
H -16.25 -25.46 5.57  0.098
H -17.32 -23.48 4.78  0.043
H -18.41 -24.60 7.32  0.111
H -18.75 -25.24 5.74  0.106
H -19.86 -23.07 5.13  0.101
H -19.73 -22.55 6.88  0.119
H -22.39 -22.68 6.51  0.073
H -23.10 -24.18 6.44  0.085
H -22.27 -23.42 4.98  0.078
C -19.89 -22.17 1.02  -0.061
O -19.17 -21.05 1.59  -0.216
C -19.96 -20.22 2.37  -0.219
C -19.22 -18.89 2.71  -0.174
N -19.54 -17.88 1.69  -0.048
C -18.78 -16.70 2.01  -0.237
C -19.13 -15.50 1.09  -0.139
O -20.57 -15.21 1.26  -0.239
C -21.29 -14.63 0.24  -0.142
H -19.21 -22.95 0.66  0.066
H -20.54 -21.87 0.21  0.095
H -20.40 -22.69 1.83  0.092
H -20.11 -20.68 3.35  0.116
H -20.91 -19.94 1.91  0.125
H -18.15 -19.10 2.74  0.094
H -19.55 -18.58 3.70  0.118
H -20.49 -17.54 1.76  0.105
H -17.71 -16.88 2.10  0.110
H -19.16 -16.26 2.94  0.113
H -19.01 -15.87 0.07  0.118
H -18.67 -14.57 1.43  0.123
H -22.32 -14.30 0.41  0.090
H -21.24 -15.35 -0.57  0.082
H -20.70 -13.79 -0.14  0.080
C -22.06 -29.32 2.23  -0.130
O -20.84 -28.91 2.82  -0.171
C -19.81 -29.80 2.38  -0.236
C -18.55 -28.99 2.09  -0.180
N -18.12 -28.34 3.38  -0.042
C -16.87 -27.66 3.18  -0.226
C -17.03 -26.29 2.52  -0.180
O -17.27 -26.53 1.10  -0.210
C -17.52 -25.39 0.28  -0.103
H -22.90 -28.67 2.47  0.083
H -22.34 -30.29 2.64  0.082
H -22.08 -29.46 1.15  0.083
H -20.01 -30.41 1.50  0.110
H -19.72 -30.57 3.15  0.120
H -18.82 -28.22 1.37  0.107
H -17.68 -29.53 1.70  0.121
H -18.80 -27.60 3.46  0.090
H -15.99 -28.19 2.80  0.126
H -16.60 -27.39 4.21  0.097
H -16.12 -25.72 2.72  0.106
H -17.85 -25.72 2.96  0.113
H -17.42 -25.58 -0.79  0.083
H -16.88 -24.52 0.45  0.072
H -18.55 -25.09 0.50  0.071
C -15.59 -15.66 8.66  -0.126
O -16.15 -16.33 7.57  -0.184
C -15.57 -16.12 6.32  -0.216
C -16.16 -17.24 5.35  -0.181
N -15.41 -18.50 5.45  -0.058
C -15.94 -19.60 4.59  -0.162
C -15.48 -19.51 3.11  -0.212
O -15.74 -20.69 2.37  -0.227
C -15.13 -20.70 1.07  -0.091
H -15.58 -14.58 8.49  0.084
H -14.61 -16.01 8.97  0.087
H -16.17 -15.65 9.59  0.084
H -14.50 -15.96 6.29  0.119
H -15.88 -15.16 5.91  0.107
H -16.16 -16.82 4.34  0.099
H -17.22 -17.32 5.59  0.109
H -15.23 -18.81 6.39  0.109
H -17.02 -19.75 4.66  0.108
H -15.44 -20.45 5.06  0.103
H -14.40 -19.42 3.04  0.118
H -15.90 -18.62 2.64  0.098
H -15.23 -19.73 0.57  0.083
H -15.54 -21.47 0.42  0.091
H -14.04 -20.76 1.08  0.081
O -17.65 -22.87 3.02  -0.046
H -18.17 -22.20 2.58  -0.006
H -16.74 -22.60 2.86  0.025


No. 2
This record from the OMol25 dataset describes a cluster of 9 separate species, C24H63F9O8S9Si in total in a non-equilibrium geometry. The level of theory is ωB97M-V with the def2-TZVPD basis set.

Values from the calculation:
Maximum force (Eh/bohr): 0.084
Total energy (eV): -172132.3004

Each line ends with the Löwdin charge.
Cartesian coordinates (Å):
C 4.53 0.29 1.46  -0.192
C 4.11 0.85 0.00  -0.369
Si 3.99 2.79 0.02  0.665
C 3.56 3.27 1.82  -0.337
C 3.08 4.77 2.03  -0.251
C 1.51 4.99 1.93  -0.180
C 0.62 3.87 2.62  -0.073
C -0.29 3.20 1.47  -0.342
F 0.44 2.92 0.30  0.044
F -1.19 4.25 1.10  0.038
C -1.21 2.01 1.97  -0.325
F -2.38 2.00 1.18  0.066
F -1.68 2.27 3.28  0.073
S -0.46 0.30 1.96  0.973
F 1.09 0.84 2.11  -0.154
F -0.40 0.20 0.32  -0.150
F -2.00 -0.36 1.86  -0.185
F -0.64 0.21 3.63  -0.183
F 0.13 -1.26 2.03  -0.178
H 4.78 -0.83 1.43  0.040
H 3.73 0.45 2.24  0.045
H 5.49 0.79 1.86  0.072
H 4.88 0.47 -0.75  0.064
H 3.11 0.36 -0.24  0.059
H 5.34 3.26 -0.38  -0.042
H 2.96 3.15 -0.96  -0.046
H 2.86 2.48 2.22  0.035
H 4.54 3.15 2.42  0.087
H 3.56 5.45 1.24  0.109
H 3.46 5.18 3.03  0.107
H 1.21 5.21 0.84  0.125
H 1.27 5.97 2.48  0.119
H -0.13 4.38 3.31  0.134
H 1.19 3.11 3.23  0.119
C -1.04 4.90 -4.05  -0.258
S -0.03 3.99 -2.87  0.780
O 1.38 4.49 -3.00  -0.570
C -0.12 2.40 -3.72  -0.252
H -1.09 5.94 -3.74  0.048
H -0.59 4.84 -5.05  0.059
H -2.05 4.48 -4.07  0.046
H 0.26 2.50 -4.73  0.060
H -1.16 2.06 -3.74  0.027
H 0.48 1.68 -3.17  0.049
C -6.08 0.94 -3.91  -0.256
S -4.44 1.50 -3.40  0.810
O -3.75 2.05 -4.61  -0.570
C -3.77 -0.15 -3.09  -0.264
H -6.67 1.81 -4.19  0.050
H -5.99 0.27 -4.77  0.056
H -6.56 0.42 -3.08  0.056
H -3.82 -0.75 -4.00  0.061
H -4.33 -0.63 -2.29  0.055
H -2.72 -0.05 -2.79  0.040
C -2.08 -5.14 -0.28  -0.261
S -1.88 -3.36 -0.51  0.810
O -2.03 -3.07 -1.97  -0.562
C -0.12 -3.31 -0.12  -0.274
H -3.11 -5.40 -0.51  0.049
H -1.41 -5.68 -0.96  0.058
H -1.86 -5.40 0.75  0.048
H 0.43 -3.96 -0.80  0.055
H 0.04 -3.63 0.91  0.022
H 0.23 -2.28 -0.24  0.032
C 0.84 -5.76 5.26  -0.259
S 0.10 -4.80 3.92  0.821
O 1.03 -4.88 2.75  -0.573
C 0.34 -3.19 4.70  -0.247
H 0.84 -6.81 4.98  0.050
H 1.87 -5.43 5.43  0.038
H 0.25 -5.63 6.17  0.058
H 1.40 -3.03 4.90  0.068
H -0.23 -3.14 5.62  0.061
H -0.02 -2.42 4.01  0.017
C -4.35 1.29 -10.09  -0.281
S -4.84 2.06 -8.54  0.797
O -5.07 3.51 -8.81  -0.559
C -3.22 1.91 -7.74  -0.274
H -5.20 1.31 -10.77  0.045
H -3.52 1.84 -10.54  0.054
H -4.05 0.25 -9.91  0.049
H -2.47 2.42 -8.34  0.057
H -2.97 0.85 -7.64  0.055
H -3.28 2.37 -6.75  0.012
C 6.01 -5.13 8.46  -0.272
S 5.22 -4.60 6.93  0.810
O 3.79 -4.30 7.25  -0.569
C 5.26 -6.22 6.13  -0.273
H 6.06 -4.28 9.14  0.050
H 5.43 -5.93 8.93  0.058
H 7.02 -5.48 8.25  0.053
H 4.72 -6.95 6.74  0.058
H 6.29 -6.53 5.99  0.053
H 4.77 -6.14 5.16  0.046
C -7.33 4.68 0.18  -0.271
S -6.02 4.78 -1.05  0.823
O -6.18 3.62 -1.97  -0.583
C -4.67 4.38 0.08  -0.270
H -8.28 4.86 -0.32  0.049
H -7.34 3.69 0.64  0.057
H -7.17 5.45 0.94  0.051
H -4.85 3.41 0.55  0.055
H -4.60 5.16 0.85  0.056
H -3.74 4.35 -0.48  0.046
C 4.58 -4.40 -1.88  -0.268
S 3.80 -3.29 -0.68  0.811
O 4.87 -2.41 -0.12  -0.557
C 3.44 -4.57 0.55  -0.271
H 4.92 -3.80 -2.72  0.050
H 5.43 -4.90 -1.42  0.056
H 3.85 -5.13 -2.22  0.052
H 4.37 -5.06 0.85  0.058
H 2.75 -5.30 0.12  0.054
H 2.98 -4.09 1.41  0.030


Number 1: LUMO level 0.6 eV. Number 2: LUMO level -1.2 eV.